DFT (the ωB97M-V functional and the def2-TZVPD basis) results for a 6-piece molecular cluster, C24H63BrN5O7 overall.

Each line ends with the Löwdin charge.
Element x y z (Å)
Br: -9.43 4.04 23.60  0.359
C: -12.67 1.86 25.96  -0.057
C: -11.30 1.15 26.08  -0.388
C: -11.51 -0.24 26.70  -0.148
O: -10.36 -1.09 26.47  -0.179
C: -10.68 -2.41 26.83  -0.150
N: -10.71 1.14 24.80  0.139
H: -13.23 2.13 26.85  0.082
H: -13.35 1.38 25.26  0.081
H: -12.48 2.86 25.59  0.058
H: -10.70 1.82 26.69  0.151
H: -12.33 -0.83 26.29  0.117
H: -11.73 -0.25 27.77  0.124
H: -9.95 -3.19 26.64  0.093
H: -11.47 -2.80 26.19  0.065
H: -11.07 -2.48 27.85  0.086
H: -10.64 2.14 24.69  -0.045
H: -11.43 1.02 24.10  0.072
C: -7.32 -0.80 21.65  -0.044
C: -8.28 0.35 22.16  -0.382
C: -9.69 -0.20 22.18  -0.158
O: -9.91 -1.08 23.38  -0.231
C: -10.72 -2.23 23.11  -0.093
N: -7.89 0.90 23.50  0.123
H: -6.33 -0.35 21.63  0.071
H: -7.61 -1.01 20.62  0.072
H: -7.42 -1.73 22.22  0.079
H: -8.24 1.10 21.37  0.129
H: -9.86 -0.84 21.31  0.118
H: -10.42 0.60 22.29  0.081
H: -11.65 -1.95 22.62  0.088
H: -10.90 -2.53 24.14  0.060
H: -10.17 -3.05 22.64  0.085
H: -8.17 1.87 23.56  -0.063
H: -6.90 1.10 23.51  0.079
C: -12.78 1.97 20.88  -0.058
C: -12.99 3.31 21.66  -0.370
C: -14.49 3.78 21.69  -0.192
O: -14.45 5.16 22.03  -0.183
C: -15.77 5.58 22.34  -0.108
N: -12.56 3.01 23.05  0.036
H: -13.12 2.08 19.85  0.071
H: -13.23 1.10 21.36  0.076
H: -11.69 1.91 20.85  0.055
H: -12.31 4.01 21.17  0.115
H: -15.10 3.14 22.32  0.125
H: -14.82 3.69 20.65  0.122
H: -15.75 6.27 23.18  0.084
H: -16.40 4.73 22.61  0.082
H: -16.19 6.16 21.52  0.087
H: -11.55 3.05 23.12  -0.098
H: -12.84 3.87 23.50  0.066
C: -9.87 9.75 25.86  -0.073
O: -9.82 8.69 24.84  -0.242
C: -10.49 8.93 23.57  -0.194
C: -10.72 7.56 22.84  -0.193
N: -9.48 7.25 21.99  -0.061
C: -9.91 7.30 20.57  -0.160
C: -8.70 6.91 19.57  -0.154
O: -9.37 6.13 18.56  -0.234
C: -9.62 4.79 19.08  -0.089
H: -9.13 10.51 25.60  0.075
H: -9.60 9.36 26.85  0.078
H: -10.87 10.18 25.79  0.073
H: -10.06 9.72 22.95  0.117
H: -11.50 9.21 23.88  0.097
H: -11.76 7.60 22.52  0.107
H: -10.78 6.78 23.60  0.071
H: -9.27 6.31 22.31  -0.032
H: -10.32 8.29 20.38  0.113
H: -10.74 6.58 20.60  0.087
H: -7.86 6.33 19.94  0.103
H: -8.21 7.65 18.93  0.111
H: -9.91 4.30 18.16  0.087
H: -10.45 4.72 19.78  0.055
H: -8.68 4.42 19.49  0.084
C: -5.17 5.32 29.41  -0.162
O: -5.86 5.04 28.26  -0.176
C: -6.98 5.97 27.98  -0.161
C: -7.83 5.45 26.83  -0.238
N: -7.05 4.75 25.86  -0.079
C: -6.27 5.70 25.02  -0.167
C: -4.80 6.04 25.56  -0.189
O: -4.34 4.82 26.11  -0.218
C: -2.90 4.60 25.98  -0.074
H: -4.38 4.58 29.56  0.089
H: -5.67 5.33 30.38  0.077
H: -4.66 6.29 29.46  0.080
H: -6.51 6.92 27.74  0.106
H: -7.68 6.14 28.80  0.116
H: -8.54 6.13 26.37  0.110
H: -8.46 4.63 27.20  0.114
H: -7.76 4.49 25.18  -0.081
H: -6.92 6.56 24.85  0.107
H: -6.12 5.28 24.03  0.100
H: -4.87 6.78 26.35  0.105
H: -4.27 6.19 24.62  0.109
H: -2.56 4.98 25.02  0.069
H: -2.50 3.58 25.98  0.079
H: -2.40 5.16 26.77  0.079

Values from the calculation:
- 2S+1: 2
- DFT total energy: -117723.9625 eV
- M: 613.7 g/mol
- <S²>: 0.7570
- HOMO level (spin up / spin down): -8.362 / -8.203 eV

=====

DFT (the ωB97M-V functional and the def2-TZVPD basis) results for C24H63CrN6O10 as an isolated structure.

Each line ends with the Löwdin charge.
Element x y z (Å)
Cr: 1.83 1.20 -2.37  0.930
N: -0.24 0.62 0.06  -0.511
O: 0.42 1.27 0.89  -0.018
O: -0.03 0.79 -1.19  -0.125
O: -1.07 -0.23 0.40  0.029
C: -3.24 3.43 1.75  -0.046
C: -3.47 2.07 2.43  -0.432
C: -4.33 2.01 3.68  -0.218
O: -4.10 3.15 4.48  -0.177
C: -3.79 2.90 5.84  -0.087
N: -4.10 1.25 1.38  0.031
H: -2.72 3.31 0.81  0.056
H: -2.72 4.10 2.44  0.073
H: -4.27 3.78 1.60  0.086
H: -2.51 1.61 2.71  0.113
H: -4.19 1.03 4.13  0.127
H: -5.38 1.96 3.36  0.127
H: -3.72 3.85 6.35  0.089
H: -2.76 2.53 5.89  0.073
H: -4.48 2.20 6.30  0.092
H: -3.56 0.88 0.61  0.036
H: -4.51 0.40 1.76  0.076
C: -4.84 -1.99 -3.44  -0.039
C: -3.47 -1.37 -3.07  -0.417
C: -3.58 -0.09 -2.26  -0.220
O: -4.09 0.97 -3.05  -0.181
C: -4.26 2.19 -2.38  -0.110
N: -2.68 -2.38 -2.35  0.051
H: -4.73 -3.06 -3.65  0.071
H: -5.29 -1.49 -4.29  0.080
H: -5.47 -1.95 -2.56  0.085
H: -2.93 -1.09 -3.99  0.117
H: -2.74 0.18 -1.60  0.100
H: -4.37 -0.25 -1.50  0.126
H: -4.67 2.92 -3.06  0.094
H: -3.35 2.62 -1.93  0.065
H: -4.90 2.04 -1.51  0.090
H: -2.67 -2.10 -1.37  0.074
H: -3.03 -3.32 -2.40  0.071
C: 3.98 2.87 0.96  -0.029
C: 3.59 2.10 -0.30  -0.365
C: 3.41 0.65 0.05  -0.155
O: 2.81 -0.07 -1.05  -0.288
C: 2.93 -1.49 -1.03  -0.020
N: 2.29 2.65 -0.85  0.008
H: 3.27 2.77 1.78  0.097
H: 4.30 3.91 0.86  0.090
H: 4.87 2.33 1.32  0.094
H: 4.34 2.21 -1.08  0.149
H: 2.86 0.49 0.98  0.136
H: 4.41 0.23 0.24  0.144
H: 3.97 -1.74 -0.83  0.094
H: 2.71 -1.89 -2.02  0.084
H: 2.26 -2.01 -0.34  0.118
H: 1.54 2.63 -0.15  0.084
H: 2.50 3.64 -0.94  0.112
C: 1.75 -4.14 -4.85  -0.109
O: 1.38 -3.15 -3.93  -0.183
C: 0.22 -2.45 -4.30  -0.210
C: 0.14 -1.19 -3.45  -0.173
N: 1.05 -0.14 -3.92  -0.108
C: 0.42 0.80 -4.88  -0.141
C: -0.50 1.82 -4.17  -0.157
O: 0.36 2.53 -3.28  -0.279
C: -0.32 3.62 -2.66  -0.045
H: 0.99 -4.90 -5.03  0.096
H: 2.60 -4.72 -4.47  0.091
H: 2.13 -3.74 -5.80  0.092
H: -0.69 -3.05 -4.23  0.125
H: 0.29 -2.14 -5.36  0.127
H: 0.46 -1.46 -2.44  0.111
H: -0.89 -0.89 -3.32  0.090
H: 1.78 -0.58 -4.48  0.131
H: -0.05 0.30 -5.73  0.138
H: 1.25 1.40 -5.26  0.128
H: -1.37 1.31 -3.76  0.124
H: -0.88 2.50 -4.95  0.144
H: 0.43 4.07 -2.01  0.084
H: -1.16 3.28 -2.06  0.090
H: -0.59 4.45 -3.32  0.112
C: 5.61 -3.33 1.57  -0.146
O: 4.86 -2.74 2.58  -0.202
C: 4.47 -3.69 3.56  -0.217
C: 3.82 -3.06 4.77  -0.223
N: 2.39 -2.75 4.74  -0.048
C: 2.15 -1.62 3.83  -0.214
C: 0.69 -1.16 3.87  -0.226
O: 0.29 -0.70 5.14  -0.175
C: -0.39 0.54 5.09  -0.097
H: 5.72 -2.61 0.75  0.069
H: 5.15 -4.25 1.18  0.090
H: 6.65 -3.62 1.79  0.091
H: 5.36 -4.22 3.92  0.125
H: 3.82 -4.43 3.08  0.132
H: 4.40 -2.28 5.27  0.125
H: 3.89 -3.88 5.49  0.120
H: 2.10 -2.45 5.66  0.109
H: 2.35 -1.84 2.78  0.103
H: 2.83 -0.81 4.13  0.120
H: 0.10 -2.06 3.67  0.128
H: 0.56 -0.45 3.05  0.094
H: 0.37 1.30 5.28  0.091
H: -1.17 0.60 5.85  0.077
H: -0.85 0.78 4.13  0.066

Values from the calculation:
- 2S+1: 5
- Net charge: +1
- DFT total energy: -83734.5313 eV
- M: 647.8 g/mol
- <S²>: 6.0107
- HOMO level (spin up / spin down): -10.537 / -10.537 eV

=====

What is the 2S+1 in the first record?
2

=====

Which of these has the highest DFT total energy?
C24H63CrN6O10